Model 1:
Molecular formula: C38H54N12O13S
Method: DFT, ωB97M-V/def2-TZVPD

The geometry in ORCA input format:
```
! wB97M-V def2-TZVPD RIJCOSX def2/J DEFGRID3
* xyz 0 1
N 10.411 10.356 19.869
C 9.122 10.425 19.448
C 8.634 11.704 19.092
C 9.484 12.779 19.039
C 10.772 12.657 19.507
C 11.201 11.427 19.888
H 8.464 9.574 19.544
H 7.591 11.749 18.816
H 9.096 13.729 18.703
H 11.451 13.493 19.583
H 12.219 11.288 20.224
N 13.733 11.324 8.561
C 13.859 10.213 7.799
C 13.296 8.967 8.048
C 12.523 8.853 9.235
C 12.319 9.961 10.015
C 12.910 11.183 9.624
H 14.536 10.187 6.958
H 13.451 8.121 7.395
H 12.049 7.919 9.498
H 11.751 9.876 10.930
H 12.800 12.047 10.261
N 14.951 13.214 18.886
C 14.869 12.737 17.595
C 15.998 12.099 17.022
C 17.165 11.817 17.796
C 17.174 12.250 19.111
C 16.072 12.965 19.643
H 13.948 13.054 17.127
H 15.955 11.758 15.998
H 18.043 11.282 17.463
H 17.991 12.150 19.810
H 16.094 13.171 20.703
N 8.070 15.431 10.773
C 8.947 15.445 9.682
C 10.337 15.255 9.860
C 10.859 14.931 11.099
C 9.987 14.773 12.215
C 8.577 15.058 11.998
H 8.686 15.811 8.700
H 11.011 15.234 9.016
H 11.927 14.798 11.179
H 10.428 14.575 13.181
H 7.808 15.114 12.754
N 8.391 9.030 10.701
C 8.058 10.150 11.394
C 8.313 11.438 10.948
C 8.912 11.593 9.723
C 9.304 10.504 8.989
C 8.975 9.236 9.485
H 7.650 10.049 12.389
H 8.059 12.313 11.528
H 9.160 12.523 9.233
H 9.819 10.744 8.070
H 9.139 8.327 8.925
N 14.665 6.672 18.317
C 14.257 7.522 17.338
C 14.046 8.859 17.543
C 14.102 9.373 18.840
C 14.394 8.514 19.877
C 14.744 7.203 19.533
H 14.263 7.153 16.323
H 13.945 9.531 16.704
H 13.999 10.424 19.065
H 14.452 8.926 20.873
H 15.132 6.526 20.280
C 11.115 11.597 13.451
S 12.044 10.729 14.766
O 13.368 11.454 14.903
C 11.001 11.287 16.145
H 10.112 11.177 13.386
H 11.635 11.401 12.513
H 11.134 12.661 13.689
H 11.584 10.993 17.018
H 10.005 10.850 16.210
H 10.931 12.374 16.113
C 11.884 6.542 13.908
N 11.600 7.438 12.701
O 12.028 7.162 11.617
O 10.966 8.461 12.849
H 11.582 5.521 13.679
H 11.330 6.894 14.779
H 12.972 6.516 13.969
C 15.353 13.992 13.679
N 13.970 13.837 13.106
O 13.833 13.039 12.171
O 13.058 14.516 13.531
H 15.288 14.529 14.626
H 15.958 14.518 12.941
H 15.786 13.023 13.926
C 10.865 7.283 19.199
N 10.903 7.301 17.734
O 10.549 8.336 17.145
O 11.297 6.289 17.169
H 9.877 7.518 19.595
H 11.637 7.947 19.588
H 11.059 6.276 19.570
C 6.949 9.630 15.257
N 6.509 10.679 16.236
O 6.014 10.288 17.298
O 6.752 11.854 16.016
H 6.409 8.714 15.498
H 7.981 9.534 15.595
H 6.749 10.078 14.284
C 7.687 15.515 16.406
N 9.144 15.550 16.131
O 9.705 14.499 16.241
O 9.705 16.562 15.694
H 7.358 16.501 16.733
H 7.566 14.715 17.136
H 7.236 15.201 15.464
C 14.230 9.504 12.404
N 14.955 9.188 13.654
O 14.789 8.069 14.123
O 15.720 10.060 14.135
H 14.570 8.764 11.680
H 14.440 10.523 12.079
H 13.158 9.461 12.596
*
```

Output
- HOMO (Ha) = -0.330
- LUMO level (eV) = -0.218

Mulliken population analysis, charges in e, atoms 1 to 4:
1 N -0.330
2 C -0.264
3 C -0.503
4 C 0.050



Model 2:
Molecular formula: C38H54N12O13S
Method: DFT, ωB97M-V/def2-TZVPD

The geometry in ORCA input format:
```
! wB97M-V def2-TZVPD RIJCOSX def2/J DEFGRID3
* xyz 0 1
N 1.515 -5.123 1.101
C 2.460 -5.186 0.191
C 2.221 -5.328 -1.133
C 0.864 -5.326 -1.538
C -0.168 -5.285 -0.600
C 0.192 -5.183 0.764
H 3.440 -4.992 0.568
H 3.013 -5.422 -1.835
H 0.627 -5.355 -2.637
H -1.197 -5.339 -0.921
H -0.542 -5.138 1.568
N -2.848 4.520 -1.712
C -2.105 5.380 -2.401
C -1.400 6.456 -1.930
C -1.458 6.644 -0.563
C -2.228 5.789 0.245
C -2.872 4.686 -0.387
H -2.066 5.175 -3.498
H -0.797 7.101 -2.576
H -0.849 7.433 -0.119
H -2.273 5.905 1.277
H -3.317 3.844 0.142
N -3.745 -4.360 -0.023
C -2.812 -3.407 0.122
C -2.647 -2.595 1.194
C -3.401 -2.968 2.321
C -4.295 -4.081 2.285
C -4.471 -4.661 1.051
H -2.194 -3.186 -0.819
H -1.958 -1.793 1.158
H -3.263 -2.395 3.240
H -4.889 -4.329 3.179
H -5.292 -5.334 0.840
N -1.222 1.312 -4.211
C -0.706 1.148 -5.404
C -1.284 1.677 -6.578
C -2.397 2.487 -6.460
C -2.892 2.752 -5.210
C -2.341 2.083 -4.076
H 0.161 0.534 -5.717
H -0.846 1.631 -7.630
H -2.919 2.970 -7.279
H -3.795 3.391 -5.048
H -2.816 2.214 -3.094
N 3.266 3.390 -1.224
C 1.915 3.441 -1.095
C 1.168 4.585 -0.964
C 1.840 5.777 -0.952
C 3.206 5.799 -1.181
C 3.869 4.587 -1.328
H 1.401 2.505 -0.909
H 0.084 4.476 -0.870
H 1.397 6.775 -0.797
H 3.798 6.683 -1.083
H 4.957 4.500 -1.478
N 0.824 -2.922 6.390
C 0.341 -1.880 5.746
C 0.146 -1.867 4.359
C 0.344 -3.030 3.619
C 0.774 -4.122 4.282
C 1.048 -4.026 5.670
H 0.168 -0.978 6.331
H -0.255 -1.036 3.871
H 0.179 -3.026 2.545
H 0.902 -5.127 3.767
H 1.524 -4.918 6.107
C -0.237 0.472 -1.201
S 0.748 -0.070 0.209
O -0.301 -0.258 1.279
C 1.198 -1.646 -0.503
H 0.187 0.285 -2.159
H -0.455 1.493 -1.025
H -1.216 -0.053 -1.328
H 1.964 -2.113 0.162
H 1.718 -1.569 -1.448
H 0.237 -2.178 -0.623
C 1.396 2.497 2.504
N 0.291 3.423 2.099
O 0.410 4.541 2.479
O -0.621 3.012 1.442
H 0.852 1.736 3.027
H 2.078 3.011 3.148
H 1.875 2.153 1.617
C -5.645 -1.058 -0.537
N -4.898 0.234 -0.306
O -5.108 0.689 0.787
O -4.195 0.735 -1.167
H -5.259 -1.720 0.260
H -5.326 -1.408 -1.572
H -6.660 -0.879 -0.418
C 3.936 -2.146 3.974
N 3.907 -1.482 2.693
O 4.961 -1.398 2.020
O 2.825 -1.007 2.405
H 3.680 -1.446 4.803
H 4.952 -2.599 4.128
H 3.143 -2.892 4.024
C 5.962 0.340 -0.713
N 5.057 -0.665 -1.440
O 5.505 -1.727 -1.695
O 3.935 -0.308 -1.580
H 6.528 0.836 -1.475
H 6.690 -0.242 -0.119
H 5.374 1.035 -0.121
C 2.173 -1.495 -4.152
N 1.552 -2.817 -4.404
O 0.405 -3.009 -4.131
O 2.322 -3.578 -5.015
H 2.991 -1.747 -3.511
H 1.591 -0.790 -3.430
H 2.453 -1.098 -5.148
C -2.487 1.594 3.384
N -2.135 0.953 4.642
O -0.973 1.158 5.049
O -2.895 0.200 5.209
H -3.536 1.490 3.207
H -1.938 0.990 2.656
H -2.090 2.594 3.362
*
```

Output
- HOMO (Ha) = -0.335
- LUMO level (eV) = -0.191

Mulliken population analysis, charges in e, atoms 1 to 4:
1 N -0.277
2 C -0.430
3 C -0.717
4 C 0.010



Quick one: most stable of them? model 1